1.
Density functional theory data (the ωB97M-V functional and the def2-TZVPD basis) for an isolated ion of composition H3NOP and charge -1.

Output
F_max: 3.064 eV/A
net charge: -1
relative energy (zero: lowest compared OMol25 entry of this formula, charge and spin): 119.3 kcal per mole
SMILES: [NH-]OP
HOMO-LUMO gap (alpha / beta): 6.04 / 7.43 eV
HOMO level (alpha / beta): -0.924 / -2.440 eV
2S+1: 1

Last columns: bonded neighbours and bond lengths (Å).
Geometry (Å):
1 N 1.30 1.12 0.99  O2 1.367, H4 1.050
2 O 0.45 0.06 0.94  N1 1.367, P3 1.960
3 P -1.22 -0.37 0.01  O2 1.960, H5 1.417, H6 1.448
4 H 2.11 0.97 0.33  N1 1.050
5 H -0.74 -1.57 0.58  P3 1.417
6 H -0.33 -0.36 -1.13  P3 1.448

***

2.
Density functional theory data (the ωB97M-V functional and the def2-TZVPD basis) for a single H3NOSSi molecule.

Output
F_max: 3.138 eV/A
relative energy (zero: lowest compared OMol25 entry of this formula, charge and spin): 18.6 kcal per mole
HOMO-LUMO gap: 9.65 eV
HOMO level: -10.437 eV
2S+1: 1

Last columns: bonded neighbours and bond lengths (Å).
Geometry (Å):
1 N -2.38 1.56 -0.38  S4 1.451
2 O -2.12 -0.83 0.20  Si3 1.637, S4 1.636
3 Si -0.58 -0.28 0.08  O2 1.637, S4 2.684, H5 1.530, H6 1.453, H7 1.457
4 S -3.17 0.42 0.03  N1 1.451, O2 1.636, Si3 2.684
5 H 0.31 -1.53 0.13  Si3 1.530
6 H -0.40 0.96 0.81  Si3 1.453
7 H -0.26 -0.11 -1.33  Si3 1.457

***

3.
Density functional theory data (the ωB97M-V functional and the def2-TZVPD basis) for a 2-piece molecular cluster, H3NS2 overall.

Output
F_max: 3.263 eV/A
relative energy (zero: lowest compared OMol25 entry of this formula, charge and spin): 74.0 kcal per mole
HOMO-LUMO gap (alpha / beta): 9.36 / 5.94 eV
HOMO level (alpha / beta): -9.883 / -8.336 eV
2S+1: 1

Last columns: bonded neighbours and bond lengths (Å).
Geometry (Å):
1 N -2.01 -0.52 0.08  S3 1.539, H4 1.015
2 S 2.42 -0.19 0.05  H5 1.344
3 S -0.62 0.14 0.06  N1 1.539, H6 1.463
4 H -2.51 -0.42 0.96  N1 1.015
5 H 3.06 0.98 0.23  S2 1.344
6 H -0.34 0.01 -1.37  S3 1.463

***

4.
Density functional theory data (the ωB97M-V functional and the def2-TZVPD basis) for a 3-piece molecular cluster, H3O3P3S overall.

Output
F_max: 2.239 eV/A
net charge: -2
relative energy (zero: lowest compared OMol25 entry of this formula, charge and spin): 46.7 kcal per mole
HOMO-LUMO gap (alpha / beta): 5.12 / 5.13 eV
HOMO level (alpha / beta): -1.372 / -1.372 eV
2S+1: 1

Last columns: bonded neighbours and bond lengths (Å).
Geometry (Å):
1 O -7.29 -1.63 -0.77  P6 1.475
2 O -5.31 -0.05 0.02  P5 1.674, P6 1.727
3 O -7.40 -0.45 1.55  P6 1.476
4 P 9.97 -0.11 -0.52  S7 1.985, H8 1.524, H9 1.472
5 P -6.07 1.17 -0.84  O2 1.674, P6 2.150
6 P -6.97 -0.52 0.14  O1 1.475, O2 1.727, O3 1.476, P5 2.150
7 S 10.88 -1.86 -0.31  P4 1.985
8 H 8.50 -0.51 -0.45  P4 1.524
9 H 9.91 0.53 0.80  P4 1.472
10 H -6.22 3.42 0.37  no bonds

***

5.
Density functional theory data (the ωB97M-V functional and the def2-TZVPD basis) for a 2-piece molecular cluster, H3O4P overall.

Output
F_max: 5.033 eV/A
relative energy (zero: lowest compared OMol25 entry of this formula, charge and spin): 0.0 kcal per mole
HOMO-LUMO gap (alpha / beta): 8.67 / 8.85 eV
⟨S²⟩: 2.009
HOMO level (alpha / beta): -7.889 / -10.514 eV
2S+1: 3

Last columns: bonded neighbours and bond lengths (Å).
Geometry (Å):
1 O 1.54 -1.24 -0.45  O3 1.413, H6 0.947
2 O -1.45 0.08 -0.37  O4 1.434, H7 0.935
3 O 1.53 -0.18 0.48  O1 1.413, P5 1.632
4 O -2.73 -0.32 0.16  O2 1.434
5 P 0.87 1.22 -0.05  O3 1.632, H8 1.334
6 H 1.13 -2.00 -0.06  O1 0.947
7 H -1.55 0.83 -0.92  O2 0.935
8 H 0.67 1.61 1.21  P5 1.334

***

6.
Density functional theory data (the ωB97M-V functional and the def2-TZVPD basis) for a single H3O4PS molecule.

Output
F_max: 4.692 eV/A
relative energy (zero: lowest compared OMol25 entry of this formula, charge and spin): 76.5 kcal per mole
SMILES: OOP(O)(O)=S
HOMO-LUMO gap: 9.59 eV
HOMO level: -9.583 eV
2S+1: 1

Last columns: bonded neighbours and bond lengths (Å).
Geometry (Å):
1 O 0.70 0.21 -1.63  O2 1.399, H7 0.931
2 O -0.56 -0.30 -1.28  O1 1.399, P3 2.144
3 P -0.24 -0.48 0.83  O2 2.144, O4 1.602, O5 1.594, S6 1.959
4 O -1.50 0.45 1.14  P3 1.602, H8 0.989
5 O 0.94 0.59 0.91  P3 1.594, H9 1.008
6 S -0.13 -2.31 1.51  P3 1.959
7 H 0.77 -0.28 -2.42  O1 0.931
8 H -1.19 1.38 0.98  O4 0.989
9 H 1.22 0.74 -0.05  O5 1.008

***

7.
Density functional theory data (the ωB97M-V functional and the def2-TZVPD basis) for a 2-piece molecular cluster, H3O5PS overall.

Output
F_max: 3.084 eV/A
relative energy (zero: lowest compared OMol25 entry of this formula, charge and spin): 38.6 kcal per mole
HOMO-LUMO gap: 10.72 eV
HOMO level: -10.831 eV
2S+1: 1

Last columns: bonded neighbours and bond lengths (Å).
Geometry (Å):
1 O -1.54 -1.15 2.52  S7 1.441
2 O -2.16 0.02 0.43  S7 1.628, H8 1.028
3 O -0.31 1.27 -1.45  P6 1.453
4 O -0.12 -1.14 0.41  S7 1.722, H9 0.954
5 O 2.00 0.85 -0.63  P6 1.668, H10 0.979
6 P 0.75 0.30 -1.59  O3 1.453, O5 1.668
7 S -1.01 -0.21 1.56  O1 1.441, O2 1.628, O4 1.722
8 H -1.78 0.42 -0.44  O2 1.028
9 H -0.39 -2.05 0.44  O4 0.954
10 H 1.98 1.62 -0.03  O5 0.979

***

8.
Density functional theory data (the ωB97M-V functional and the def2-TZVPD basis) for a 2-piece molecular cluster, H3O6 overall.

Output
F_max: 4.820 eV/A
net charge: +1
relative energy (zero: lowest compared OMol25 entry of this formula, charge and spin): 74.1 kcal per mole
HOMO-LUMO gap (alpha / beta): 7.05 / 7.05 eV
HOMO level (alpha / beta): -16.826 / -16.828 eV
2S+1: 1

Last columns: bonded neighbours and bond lengths (Å).
Geometry (Å):
1 O 1.17 -0.31 -1.92  O4 1.320, H7 0.979
2 O -0.36 -0.79 1.69  O5 1.315, H8 1.030
3 O -0.19 1.68 -0.42  H9 0.938
4 O 0.73 -0.78 -0.77  O1 1.320, O6 1.376
5 O -1.11 -0.87 0.61  O2 1.315, O6 1.349
6 O -0.52 -0.30 -0.46  O4 1.376, O5 1.349
7 H 1.56 0.56 -1.66  O1 0.979
8 H -0.77 -1.21 2.54  O2 1.030
9 H -0.50 2.02 0.40  O3 0.938

***

> Look up the 2S+1 of the first one.

1

***

> Look up the relative energy (zero: lowest compared OMol25 entry of this formula, charge and spin) of the second one.

18.6 kcal per mole